Formula: C27H51Cl2NO4
Source: OMol25
Level of theory: ωB97M-V with the def2-TZVPD basis set

Element x y z (Å)
C: -3.44 4.18 0.41
C: -4.19 4.22 -1.06
C: -3.93 2.82 -1.92
C: -2.39 2.65 -2.45
C: -2.22 1.89 -3.89
C: -1.31 0.51 -3.74
C: -2.32 -0.81 -3.67
C: -3.58 -0.55 -2.64
C: -4.50 -1.92 -2.43
C: -4.80 -2.20 -0.83
C: -3.74 -3.35 -0.34
C: -2.91 -2.77 0.96
C: -1.33 -2.54 0.54
C: -0.34 -2.45 1.87
C: 1.08 -3.16 1.42
C: 2.41 -2.61 2.18
C: 3.41 -1.67 1.29
N: 3.42 -1.96 -0.19
C: 4.96 -2.03 1.83
C: 6.09 -0.97 1.31
C: 6.56 -1.16 -0.25
Cl: 7.83 0.21 -0.57
C: 3.05 -0.05 1.48
C: 3.46 0.49 2.98
C: 2.33 1.42 3.70
O: 1.27 0.59 4.32
C: 0.00 1.14 3.81
O: -0.71 2.12 4.42
O: 1.69 0.30 1.04
C: 1.70 1.14 -0.18
C: 2.19 2.68 0.05
C: 1.03 3.82 -0.22
O: -0.29 3.63 -0.11
Cl: 1.63 5.53 -0.74
H: -2.59 5.02 0.35
H: -4.13 4.50 1.30
H: -2.86 3.17 0.59
H: -5.36 4.28 -0.89
H: -3.80 5.16 -1.66
H: -4.17 1.90 -1.22
H: -4.67 2.83 -2.85
H: -1.93 3.72 -2.55
H: -1.79 2.06 -1.63
H: -3.27 1.68 -4.43
H: -1.62 2.61 -4.61
H: -0.54 0.40 -4.64
H: -0.65 0.51 -2.76
H: -1.66 -1.71 -3.31
H: -2.71 -1.02 -4.78
H: -3.11 -0.18 -1.62
H: -4.34 0.28 -3.02
H: -4.01 -2.83 -2.98
H: -5.56 -1.74 -2.93
H: -5.93 -2.49 -0.67
H: -4.63 -1.16 -0.29
H: -2.97 -3.60 -1.21
H: -4.29 -4.39 -0.12
H: -3.02 -3.58 1.82
H: -3.31 -1.75 1.37
H: -1.01 -3.51 -0.08
H: -1.16 -1.62 -0.17
H: -0.86 -3.15 2.69
H: -0.20 -1.36 2.29
H: 0.97 -4.31 1.72
H: 1.11 -3.14 0.25
H: 2.02 -1.92 3.08
H: 3.06 -3.46 2.71
H: 2.48 -1.62 -0.53
H: 3.45 -3.00 -0.37
H: 5.21 -3.08 1.32
H: 4.98 -2.24 3.00
H: 5.83 0.16 1.46
H: 7.06 -1.17 1.97
H: 7.15 -2.17 -0.40
H: 5.72 -0.98 -1.05
H: 3.79 0.50 0.72
H: 4.46 1.14 2.93
H: 3.66 -0.43 3.71
H: 2.88 2.01 4.58
H: 1.84 2.22 3.00
H: -0.42 0.75 2.78
H: 2.43 0.65 -0.98
H: 0.62 1.14 -0.64
H: 2.70 2.88 1.10
H: 3.05 2.91 -0.75

HOMO energy, Eh: -0.3626
E_LUMO, eV: -0.28
Orbital gap, eV: 9.6
SMILES: CCCCCCCCCCCCCCCC[C@](N)(CCCCl)[C@H](CCOC=O)OCCC(=O)Cl
Total energy, Eh: -2334.95774
ΔE to the lowest compared entry with this formula, charge and spin, kcal per mole: 279.2
M, g mol⁻¹: 524.6

Formula: C27H51N12O20S
Source: OMol25
Level of theory: ωB97M-V with the def2-TZVPD basis set

Element x y z (Å)
C: -3.82 -0.78 -3.41
C: -3.41 0.10 -2.14
C: -2.47 -0.73 -1.12
C: -1.17 0.16 -0.94
C: -1.05 1.11 0.16
N: 0.24 1.69 -0.12
C: 0.88 2.78 0.67
C: -0.11 3.56 1.60
C: -1.30 4.29 0.84
S: -0.96 6.06 0.43
C: 0.81 1.10 -1.23
N: 2.11 1.36 -1.83
C: 1.91 2.03 -2.89
O: 1.79 2.57 -3.89
N: -0.03 0.14 -1.77
C: 0.11 -0.74 -2.95
O: -4.54 0.70 -1.49
C: -4.31 2.09 -1.17
C: -4.87 3.03 -2.29
C: -4.09 3.62 -3.39
C: -4.70 4.48 -4.45
C: -6.16 4.79 -4.42
C: -6.96 4.24 -3.29
C: -6.33 3.38 -2.25
H: -2.86 -1.12 -3.92
H: -4.33 -1.73 -3.08
H: -4.40 -0.20 -4.17
H: -2.79 0.95 -2.56
H: -3.01 -0.84 -0.14
H: -2.24 -1.74 -1.56
H: -1.74 1.37 1.01
H: 1.28 3.53 -0.08
H: 1.79 2.39 1.21
H: -0.57 2.85 2.35
H: 0.47 4.38 2.14
H: -1.67 3.72 -0.06
H: -2.18 4.30 1.56
H: -1.40 6.16 -0.88
H: 1.10 -1.28 -3.02
H: -0.04 -0.12 -3.88
H: -0.70 -1.53 -2.97
H: -4.90 2.28 -0.22
H: -3.24 2.34 -0.95
H: -2.98 3.43 -3.46
H: -4.08 4.90 -5.29
H: -6.61 5.43 -5.23
H: -8.06 4.47 -3.23
H: -7.01 3.00 -1.44
C: 5.01 0.01 -3.22
N: 5.61 -1.28 -2.78
O: 4.87 -2.25 -2.72
O: 6.79 -1.27 -2.50
H: 3.95 -0.15 -3.42
H: 5.14 0.72 -2.41
H: 5.53 0.33 -4.12
C: 3.63 -1.96 -0.09
N: 2.74 -2.84 0.72
O: 2.54 -3.96 0.30
O: 2.27 -2.37 1.74
H: 3.96 -2.51 -0.96
H: 3.05 -1.09 -0.38
H: 4.47 -1.68 0.54
C: 2.61 -4.10 4.38
N: 2.10 -4.44 5.73
O: 2.34 -5.54 6.17
O: 1.45 -3.57 6.30
H: 3.16 -4.95 3.99
H: 1.76 -3.86 3.75
H: 3.27 -3.24 4.49
C: -1.55 2.63 -6.39
N: -2.34 1.41 -6.08
O: -1.71 0.39 -5.84
O: -3.54 1.52 -6.10
H: -0.49 2.39 -6.33
H: -1.82 2.96 -7.39
H: -1.81 3.39 -5.64
C: 5.77 2.63 -7.52
N: 5.88 1.29 -6.87
O: 6.68 1.18 -5.96
O: 5.17 0.41 -7.31
H: 6.46 3.31 -7.03
H: 6.02 2.51 -8.57
H: 4.74 2.97 -7.40
C: -0.04 -1.69 8.01
N: -0.40 -0.24 8.06
O: -1.57 0.05 7.85
O: 0.49 0.54 8.31
H: -0.93 -2.26 7.78
H: 0.71 -1.81 7.24
H: 0.35 -1.96 8.99
C: 6.10 -5.94 4.68
N: 6.43 -4.51 4.47
O: 7.57 -4.24 4.14
O: 5.54 -3.70 4.66
H: 6.99 -6.54 4.48
H: 5.78 -6.06 5.71
H: 5.30 -6.20 3.99
C: -2.86 0.13 4.47
N: -3.03 0.29 3.00
O: -3.64 -0.57 2.40
O: -2.55 1.30 2.49
H: -3.33 -0.80 4.77
H: -1.79 0.10 4.67
H: -3.33 0.99 4.95
C: -2.42 -5.33 6.56
N: -2.39 -4.20 5.61
O: -2.33 -4.46 4.42
O: -2.43 -3.07 6.08
H: -2.38 -6.26 6.01
H: -1.56 -5.23 7.22
H: -3.35 -5.26 7.13

HOMO energy, Eh: -0.4030
E_LUMO, eV: -2.77
Orbital gap, eV: 8.2
Total charge: +1
Total energy, Eh: -3618.26092
ΔE to the lowest compared entry with this formula, charge and spin, kcal per mole: 20.1
M, g mol⁻¹: 895.8

Formula: C27H52BIN6O5P
Source: OMol25
Level of theory: ωB97M-V with the def2-TZVPD basis set

Element x y z (Å)
N: -3.78 1.67 0.68
P: -2.83 1.13 1.83
N: -3.27 -0.55 2.28
C: -3.32 -1.36 1.00
C: -2.48 -2.69 1.09
C: -2.57 -3.46 -0.29
C: -3.89 -4.38 -0.34
C: -4.36 -4.35 -1.85
N: -4.90 -3.08 -2.30
O: -4.24 -5.31 -2.57
C: -0.94 -2.41 1.42
I: 0.17 -1.80 -0.38
C: -0.38 -3.74 2.07
B: 1.05 -4.11 1.42
O: 2.29 -3.54 1.79
O: 1.06 -5.06 0.38
N: -0.93 -1.21 2.31
C: 0.28 -1.12 3.17
C: 0.49 0.34 3.76
C: 1.67 0.39 4.83
C: 2.99 0.99 4.20
C: 3.81 -0.05 3.36
C: 4.82 0.63 2.33
C: 4.93 -0.20 1.00
C: 3.60 -0.23 0.15
C: 3.29 1.14 -0.60
C: 2.14 1.85 0.23
C: 2.01 3.39 -0.01
C: 1.76 3.78 -1.51
N: 0.66 2.97 -2.09
C: 0.68 2.48 -3.38
C: -0.54 1.72 -3.62
C: -1.31 1.78 -2.34
C: -0.52 2.60 -1.45
C: -2.14 -1.08 3.02
N: -2.36 -1.43 4.26
O: -3.58 -1.27 4.81
H: -3.19 1.94 -0.12
H: -3.05 1.96 2.97
H: -1.45 1.18 1.44
H: -4.39 -1.64 0.82
H: -2.99 -0.76 0.11
H: -2.93 -3.38 1.85
H: -1.70 -4.15 -0.43
H: -2.60 -2.70 -1.11
H: -3.58 -5.44 -0.14
H: -4.69 -4.02 0.35
H: -5.37 -3.27 -3.18
H: -4.14 -2.42 -2.51
H: -1.08 -4.57 1.74
H: -0.40 -3.75 3.19
H: 2.61 -3.85 2.65
H: 1.80 -4.87 -0.23
H: 1.18 -1.35 2.55
H: 0.28 -1.87 4.02
H: -0.43 0.72 4.29
H: 0.65 1.05 2.91
H: 1.36 1.10 5.64
H: 1.83 -0.60 5.33
H: 2.69 1.83 3.52
H: 3.69 1.39 4.99
H: 3.17 -0.73 2.73
H: 4.37 -0.70 4.09
H: 4.44 1.68 2.17
H: 5.81 0.68 2.85
H: 5.22 -1.25 1.25
H: 5.74 0.26 0.37
H: 3.77 -1.00 -0.65
H: 2.71 -0.57 0.73
H: 2.84 0.87 -1.60
H: 4.20 1.76 -0.73
H: 1.19 1.27 0.04
H: 2.38 1.71 1.33
H: 2.95 3.88 0.35
H: 1.14 3.78 0.59
H: 2.69 3.50 -2.09
H: 1.61 4.87 -1.68
H: 1.44 2.60 -4.18
H: -0.85 1.18 -4.53
H: -2.28 1.34 -2.05
H: -0.71 2.90 -0.40
H: -1.60 -1.83 4.82
H: -3.87 -0.34 4.79
C: -1.50 4.54 -6.90
C: -0.46 3.60 -7.45
O: 0.56 3.37 -6.84
C: -0.75 2.96 -8.78
H: -1.16 4.93 -5.93
H: -1.64 5.38 -7.58
H: -2.44 4.01 -6.75
H: -0.86 3.73 -9.55
H: -1.66 2.36 -8.72
H: 0.09 2.31 -9.05

HOMO energy, Eh: -0.3675
E_LUMO, eV: -4.14
Orbital gap, eV: 5.9
Total charge: +1
Total energy, Eh: -2428.31458
M, g mol⁻¹: 709.4